This record from OMol25 describes a 11-piece molecular cluster, C38H106N8O14 overall at a distorted geometry. The level of theory is wB97M-V/def2-TZVPD.

The structure (SMILES) is COC[C@H](C)N.COC[C@H](C)N.COC[C@H](C)N.COC[C@H](C)N.COC[C@H](C)N.COC[C@H](C)N.COC[C@H](C)N.COC[C@H](C)N.OCCO.OCCO.OCCO.

```
! RIJCOSX wB97M-V def2-TZVPD def2/J DEFGRID3
* xyz 0 1
C 2.19 3.38 -5.56
O 3.12 3.56 -6.59
C 2.82 2.94 -7.87
C 3.95 3.16 -8.91
C 3.70 2.59 -10.28
N 5.22 2.57 -8.48
H 1.31 3.98 -5.77
H 2.61 3.79 -4.64
H 1.91 2.36 -5.31
H 2.75 1.85 -7.82
H 1.90 3.36 -8.26
H 4.14 4.24 -8.98
H 3.75 1.50 -10.27
H 4.49 2.85 -10.99
H 2.74 2.73 -10.77
H 5.37 3.13 -7.66
H 5.17 1.61 -8.19
C -0.85 -7.00 -5.15
O -0.72 -8.46 -5.14
C 0.42 -8.99 -5.85
C 0.49 -10.57 -5.90
C -0.70 -11.20 -6.71
N 0.45 -11.13 -4.52
H -0.43 -6.67 -6.10
H -0.43 -6.50 -4.28
H -1.86 -6.62 -4.97
H 0.44 -8.55 -6.85
H 1.33 -8.61 -5.38
H 1.42 -10.86 -6.37
H -0.64 -12.29 -6.70
H -0.63 -10.88 -7.75
H -1.70 -10.88 -6.43
H 0.37 -10.35 -3.89
H -0.47 -11.53 -4.51
C 10.31 1.56 -3.30
O 9.58 2.73 -2.87
C 8.47 2.38 -2.11
C 8.87 1.92 -0.71
C 7.73 1.39 0.21
N 9.49 3.06 -0.09
H 11.02 1.07 -2.64
H 10.92 1.92 -4.13
H 9.69 0.81 -3.79
H 7.72 3.17 -2.15
H 8.01 1.48 -2.53
H 9.58 1.11 -0.85
H 8.14 0.86 1.07
H 7.16 0.65 -0.35
H 7.03 2.14 0.58
H 8.78 3.75 0.07
H 9.97 3.53 -0.85
C -6.17 2.90 -3.35
O -6.57 3.54 -4.56
C -5.97 4.81 -4.80
C -6.53 5.56 -6.04
C -6.14 4.87 -7.31
N -5.91 6.86 -6.19
H -5.14 2.60 -3.53
H -6.80 2.04 -3.15
H -6.28 3.55 -2.48
H -6.14 5.47 -3.95
H -4.89 4.67 -4.92
H -7.61 5.70 -5.95
H -6.65 3.91 -7.26
H -5.09 4.57 -7.24
H -6.40 5.46 -8.19
H -6.09 7.44 -5.38
H -6.40 7.41 -6.88
C -0.22 3.41 7.33
O 1.16 3.67 6.93
C 1.67 4.82 7.62
C 2.94 5.30 6.97
C 4.18 4.44 7.15
N 3.33 6.55 7.59
H -0.80 4.22 6.87
H -0.28 3.36 8.42
H -0.63 2.49 6.91
H 1.03 5.68 7.40
H 1.78 4.62 8.68
H 2.82 5.49 5.91
H 5.14 4.93 6.98
H 4.23 3.45 6.70
H 4.44 4.30 8.20
H 4.27 6.84 7.34
H 3.51 6.37 8.57
C 6.91 -6.68 -0.89
O 7.82 -6.05 -1.83
C 7.22 -5.49 -2.98
C 7.09 -6.44 -4.18
C 8.46 -6.87 -4.67
N 6.34 -5.84 -5.24
H 7.49 -7.18 -0.12
H 6.31 -7.44 -1.38
H 6.24 -5.97 -0.40
H 6.23 -5.09 -2.77
H 7.78 -4.62 -3.33
H 6.53 -7.32 -3.85
H 8.91 -7.47 -3.88
H 9.05 -5.99 -4.94
H 8.39 -7.60 -5.48
H 6.35 -6.53 -5.98
H 6.91 -5.11 -5.65
C -1.42 11.79 0.71
O -1.96 10.45 0.60
C -1.24 9.41 1.25
C -1.99 8.01 1.08
C -3.24 7.95 1.93
N -1.03 6.94 1.55
H -1.80 12.51 -0.02
H -0.38 11.60 0.44
H -1.59 12.17 1.71
H -0.18 9.36 1.01
H -1.23 9.58 2.33
H -2.18 8.03 0.01
H -3.92 8.75 1.64
H -3.05 8.15 2.98
H -3.72 6.97 1.85
H -0.78 7.04 2.52
H -1.33 5.98 1.56
C -9.48 0.00 4.72
O -10.15 -1.27 4.51
C -11.27 -1.35 5.43
C -12.17 -2.54 4.98
C -12.85 -2.31 3.72
N -13.20 -2.78 5.98
H -8.80 -0.09 5.56
H -10.23 0.78 4.87
H -8.87 0.29 3.86
H -10.90 -1.53 6.44
H -11.93 -0.49 5.52
H -11.48 -3.36 4.82
H -12.19 -2.39 2.86
H -13.47 -1.42 3.61
H -13.52 -3.16 3.61
H -13.48 -3.75 6.03
H -12.74 -2.71 6.88
O 0.06 -2.28 12.84
C 0.86 -2.29 11.66
C 1.49 -3.76 11.39
O 2.27 -4.04 12.49
H 0.71 -2.36 13.54
H 0.32 -1.99 10.76
H 1.63 -1.54 11.86
H 2.14 -3.69 10.51
H 0.73 -4.53 11.31
H 1.99 -4.85 12.91
O 1.69 -1.57 4.30
C 0.81 -2.33 3.51
C 0.21 -1.55 2.30
O -1.01 -0.81 2.47
H 1.33 -0.68 4.39
H 1.42 -3.18 3.22
H 0.06 -2.82 4.14
H 0.02 -2.19 1.44
H 0.84 -0.86 1.75
H -1.69 -1.34 2.89
O -4.65 -4.49 3.54
C -4.82 -5.75 2.96
C -5.28 -5.58 1.46
O -6.51 -4.88 1.37
H -5.02 -4.64 4.42
H -3.84 -6.23 3.01
H -5.48 -6.42 3.50
H -5.38 -6.55 0.97
H -4.62 -4.87 0.96
H -6.44 -4.24 2.08
*
```

***

This record from OMol25 describes a 12-piece molecular cluster, C38H107N7O12 overall at a distorted geometry. The level of theory is wB97M-V/def2-TZVPD.

The structure (SMILES) is COC[C@H](C)N.COC[C@H](C)N.COC[C@H](C)N.COC[C@H](C)N.COC[C@H](C)N.COC[C@H](C)N.COC[C@H](C)N.CCO.CCO.CCO.CCO.CCO.

```
! RIJCOSX wB97M-V def2-TZVPD def2/J DEFGRID3
* xyz 0 1
C -36.89 8.12 4.84
O -36.44 7.29 5.86
C -36.70 7.76 7.21
C -38.20 7.66 7.66
C -38.55 8.51 8.81
N -38.64 6.32 7.96
H -36.26 9.01 4.80
H -37.97 8.25 4.90
H -36.73 7.69 3.85
H -36.08 7.32 7.99
H -36.36 8.80 7.20
H -38.77 8.01 6.80
H -39.60 8.43 9.06
H -38.56 9.53 8.42
H -37.85 8.37 9.63
H -37.84 6.02 8.50
H -38.64 5.92 7.03
C -33.67 9.84 13.62
O -32.52 9.87 14.48
C -32.19 11.08 15.07
C -31.21 10.91 16.26
C -30.47 12.23 16.74
N -30.10 10.12 15.78
H -33.84 8.81 13.31
H -33.49 10.43 12.72
H -34.60 10.24 14.01
H -31.61 11.63 14.32
H -33.08 11.67 15.26
H -31.79 10.45 17.07
H -29.53 12.40 16.22
H -29.98 12.08 17.70
H -31.03 13.16 16.83
H -29.55 10.63 15.11
H -30.65 9.53 15.18
C -35.78 1.19 3.87
O -35.72 2.57 3.51
C -35.14 3.44 4.51
C -36.01 3.55 5.78
C -37.48 3.85 5.40
N -35.47 4.51 6.69
H -36.20 0.56 3.08
H -36.38 1.10 4.77
H -34.85 0.79 4.27
H -34.10 3.21 4.73
H -35.14 4.47 4.14
H -36.15 2.66 6.40
H -37.97 3.11 4.78
H -37.32 4.81 4.91
H -38.07 4.04 6.30
H -34.47 4.44 6.60
H -35.82 5.44 6.55
C -31.44 0.80 12.85
O -32.70 1.01 13.49
C -33.05 2.35 13.75
C -34.49 2.63 14.15
C -34.82 4.11 14.29
N -34.89 1.79 15.30
H -31.33 1.38 11.94
H -31.26 -0.27 12.77
H -30.57 1.09 13.44
H -32.41 2.57 14.61
H -32.80 2.99 12.90
H -35.11 2.17 13.38
H -35.91 4.07 14.37
H -34.57 4.73 13.43
H -34.38 4.71 15.08
H -34.36 0.94 15.21
H -34.47 2.15 16.14
C -26.76 9.60 13.86
O -28.01 9.08 13.44
C -28.06 7.92 12.59
C -29.57 7.65 12.16
C -30.55 7.28 13.28
N -29.56 6.58 11.14
H -26.14 9.80 12.99
H -26.25 8.91 14.53
H -26.88 10.54 14.41
H -27.57 8.16 11.65
H -27.56 7.07 13.06
H -29.84 8.64 11.79
H -30.68 8.08 14.01
H -30.51 6.33 13.82
H -31.55 7.25 12.83
H -29.14 5.82 11.67
H -30.50 6.25 10.95
C -34.23 10.77 2.49
O -33.96 10.01 3.59
C -33.27 8.75 3.34
C -33.19 7.95 4.67
C -32.32 8.61 5.74
N -32.57 6.66 4.38
H -33.25 10.83 2.02
H -34.82 11.68 2.60
H -34.71 10.19 1.70
H -33.84 8.12 2.66
H -32.27 8.89 2.93
H -34.16 7.83 5.14
H -32.46 9.67 5.96
H -31.26 8.40 5.58
H -32.61 8.24 6.72
H -33.05 6.01 3.77
H -32.25 6.08 5.15
C -32.80 2.84 9.23
O -31.63 3.78 9.34
C -30.69 3.59 8.23
C -31.15 4.08 6.88
C -29.98 4.14 5.89
N -31.90 5.35 6.89
H -32.56 1.80 9.01
H -33.42 3.29 8.45
H -33.25 2.78 10.22
H -29.75 4.11 8.42
H -30.41 2.54 8.14
H -31.83 3.36 6.42
H -29.36 3.28 5.66
H -29.33 4.93 6.25
H -30.38 4.38 4.91
H -32.52 5.31 7.69
H -31.22 6.05 7.11
C -29.09 9.28 7.90
C -29.17 7.75 7.80
O -30.50 7.31 8.26
H -30.03 9.72 7.57
H -28.40 9.75 7.20
H -28.83 9.69 8.87
H -28.36 7.15 8.20
H -29.22 7.50 6.74
H -30.63 7.68 9.13
C -40.54 5.50 12.46
C -39.54 5.09 11.40
O -38.40 5.83 11.35
H -40.62 6.58 12.41
H -40.21 5.10 13.42
H -41.49 5.01 12.27
H -39.96 5.01 10.40
H -39.34 4.04 11.61
H -37.95 5.35 10.65
C -34.72 6.84 10.57
C -33.70 6.50 9.48
O -32.54 6.11 10.17
H -34.25 7.64 11.15
H -35.01 6.06 11.28
H -35.69 7.18 10.22
H -33.30 7.29 8.84
H -34.06 5.69 8.85
H -32.30 5.19 10.06
C -33.34 11.15 9.87
C -33.94 11.32 8.42
O -33.36 12.54 7.86
H -33.84 10.32 10.39
H -33.34 12.06 10.47
H -32.35 10.69 9.82
H -35.02 11.43 8.55
H -33.74 10.47 7.76
H -33.79 12.69 7.01
C -36.39 1.99 9.66
C -36.16 3.46 9.91
O -37.02 4.27 9.10
H -36.11 1.44 8.76
H -37.41 1.66 9.83
H -35.92 1.52 10.53
H -35.09 3.56 9.70
H -36.44 3.65 10.95
H -36.87 3.96 8.20
*
```

***

The following energy above the lowest of the compared OMol25 structures with the same formula, charge and spin values (in kcal per mole) correspond, in order, to the records above: 283.7 124.0.
The following frontier orbital gap values (in eV) correspond, in order, to the records above: 9.20 8.96.
The following E values (in Eh) correspond, in order, to the records above: -3002.3985 -2797.8272.